# 1
A molecular structure, C9H32AsF6O7 in a non-equilibrium geometry, computed with ωB97M-V/def2-TZVPD.

energy above the lowest of the compared OMol25 structures with the same formula, charge and spin	0.0	kcal/mol
total charge	-1
electronic energy	-3724.0015	Ha

Last column: natural (NBO) charge in e.
Geometry (Å):
As1 0.188197 -1.261559 0.303246  2.8449
F1 -0.430782 -2.350841 -0.925074  -0.6530
F2 0.025933 0.008769 -0.886314  -0.6525
F3 0.769812 -0.146361 1.462180  -0.6276
F4 0.236311 -2.564851 1.401851  -0.6220
F5 1.789503 -1.587974 -0.208199  -0.6241
F6 -1.433158 -0.912469 0.816036  -0.6420
O1 -3.897817 0.633535 0.472184  -0.9474
H1 -4.169739 1.066935 1.284879  0.4627
H2 -3.011267 0.963332 0.296780  0.4860
O2 -3.021032 -1.214091 -2.150152  -0.9503
H3 -2.288810 -1.570071 -1.634132  0.4837
H4 -3.778944 -1.285606 -1.564993  0.4638
O3 -3.143606 -3.772247 0.227703  -0.9463
H5 -2.392511 -3.178569 0.331213  0.4851
H6 -3.907157 -3.200885 0.342099  0.4609
O4 1.070869 2.032087 -2.709313  -0.9750
H7 0.902901 1.291112 -2.112619  0.5035
H8 0.834824 1.698041 -3.578021  0.4797
C1 3.056620 -3.403113 -3.160498  -0.6308
C2 2.064203 -2.330335 -3.611331  0.0931
C3 2.280519 -1.900847 -5.064261  -0.6177
O5 0.718396 -2.754063 -3.460546  -0.7344
H9 3.222692 -4.142379 -3.949658  0.1923
H10 2.633752 -3.956496 -2.319370  0.2207
H11 3.999115 -2.959484 -2.842013  0.2029
H12 2.247380 -1.438103 -2.999924  0.1584
H13 1.719684 -2.512807 -5.770397  0.2127
H14 3.338400 -1.996825 -5.325526  0.1952
H15 2.003133 -0.853383 -5.182031  0.2016
H16 0.503051 -2.606814 -2.530501  0.4944
C4 -0.556636 3.894984 -0.091046  -0.6325
C5 0.943676 4.118552 0.066317  0.1000
C6 1.635535 2.874438 0.630316  -0.6355
O6 1.534459 4.453213 -1.185355  -0.7492
H17 -0.908700 3.475959 0.863332  0.1972
H18 -0.774992 3.150918 -0.853822  0.2215
H19 -1.085405 4.831016 -0.259557  0.2039
H20 1.168622 4.922507 0.770378  0.1577
H21 2.713041 3.025500 0.566648  0.2097
H22 1.395600 1.986480 0.036246  0.2119
H23 1.319111 2.586165 1.633760  0.2075
H24 1.501942 3.646020 -1.721300  0.4926
C7 -0.427637 -0.895398 4.536214  -0.6327
C8 -0.840776 0.522698 4.938619  0.1030
C9 -1.169772 1.395086 3.756423  -0.6239
O7 -1.948874 0.516324 5.856242  -0.7344
H25 -0.543901 -1.609446 5.359484  0.1870
H26 0.611774 -0.853774 4.222010  0.2288
H27 -1.072175 -1.287739 3.746709  0.2251
H28 0.021543 0.949238 5.470689  0.1400
H29 -0.249914 1.641055 3.226466  0.2205
H30 -1.587423 2.332124 4.130177  0.2075
H31 -1.854860 0.885135 3.080495  0.2141
H32 -1.954713 -0.354710 6.267267  0.4617

Atomic forces in eV per Å
As -0.431 0.284 -0.264
F -0.215 -0.163 0.008
F 0.221 0.246 -0.105
F 0.260 0.347 0.411
F 0.086 -0.481 0.498
F 0.429 -0.070 -0.340
F -0.296 -0.122 -0.073
O -0.280 0.060 -0.032
H 0.039 0.018 0.061
H 0.152 -0.180 -0.056
O -0.042 0.014 -0.105
H 0.102 -0.024 -0.071
H -0.020 0.118 0.097
O -0.096 -0.047 0.031
H 0.165 0.017 0.011
H -0.032 0.049 0.037
O 0.118 -0.076 -0.010
H -0.112 -0.113 0.122
H -0.046 0.046 -0.061
C -0.436 -0.328 0.003
C 0.282 0.191 -0.278
C 0.339 0.005 0.180
O 0.330 0.196 -0.001
H 0.112 0.100 -0.044
H 0.069 0.163 0.108
H 0.100 -0.041 -0.129
H -0.139 -0.088 0.154
H -0.140 -0.070 0.147
H -0.014 0.102 0.021
H -0.140 -0.053 -0.193
H -0.343 -0.173 -0.050
C 0.152 -0.043 1.140
C 0.197 -0.836 -0.136
C -0.149 -0.377 -0.444
O 0.081 0.261 0.246
H -0.183 0.118 -0.149
H 0.074 0.116 -0.222
H -0.057 -0.038 -0.268
H -0.225 0.327 -0.253
H 0.031 -0.048 0.274
H 0.034 0.152 -0.132
H 0.116 0.370 0.129
H -0.072 0.084 -0.177
C -0.553 0.192 0.019
C 0.401 -0.568 0.543
C 0.147 0.259 0.241
O -0.056 -0.162 -0.267
H 0.316 0.203 0.186
H -0.017 -0.350 -0.242
H 0.227 0.132 -0.223
H -0.118 0.162 0.019
H -0.047 -0.129 -0.183
H -0.172 -0.027 -0.154
H -0.071 0.109 -0.052
H -0.078 0.162 0.027


# 2
3 unconnected molecules or ions with the total composition C39H54N4O4P in a non-equilibrium geometry, computed with ωB97M-V/def2-TZVPD.

energy above the lowest of the compared OMol25 structures with the same formula, charge and spin	29.6	kcal/mol
total charge	+1
electronic energy	-2379.4978	Ha

Last column: Löwdin charge in e.
Geometry (Å):
C1 6.685161 -2.452156 -2.459954  -0.0429
O1 6.923344 -1.335036 -1.572284  -0.0633
C2 5.847662 -0.621694 -1.146438  -0.1862
C3 4.526555 -0.846322 -1.550085  0.0178
C4 3.479621 -0.555386 -0.677278  -0.2364
C5 2.110548 -1.110095 -0.909649  -0.0766
C6 1.836807 -2.275392 0.065085  -0.1687
C7 2.667671 -3.525432 -0.234234  -0.3540
O2 3.893008 -3.637145 -0.250826  0.0823
N1 1.774519 -4.542578 -0.439831  -0.0430
C8 2.245890 -5.843569 -0.839202  -0.0115
C9 0.382955 -4.150886 -0.532054  -0.4606
C10 -0.076219 -4.189965 -1.998696  0.0085
C11 -0.483095 -5.091223 0.326407  0.0095
N2 0.479439 -2.759519 -0.015218  0.0070
C12 -0.557639 -1.907268 0.209665  -0.0456
C13 -1.903275 -2.146955 -0.044172  -0.1276
C14 -2.970248 -1.325398 0.494842  -0.1484
C15 -4.314754 -1.796708 -0.006017  -0.2333
C16 -5.436457 -0.999610 0.265572  -0.0793
C17 -6.745932 -1.389940 -0.063756  -0.0685
C18 -6.987849 -2.628021 -0.655338  -0.0780
C19 -5.912203 -3.461753 -0.978420  -0.0721
C20 -4.601638 -3.031575 -0.724241  -0.0176
C21 3.725135 0.238158 0.445993  0.0088
C22 5.026515 0.634181 0.779106  -0.1908
O3 5.397035 1.246678 1.940039  -0.0726
C23 4.347768 1.635156 2.867964  -0.0490
C24 6.093402 0.248712 -0.063206  -0.1710
O4 7.371943 0.544033 0.281749  -0.0834
C25 8.044281 -0.363817 1.248836  -0.0010
H1 7.672737 -2.906621 -2.601365  0.0971
H2 5.986725 -3.179156 -2.013271  0.0881
H3 6.278672 -2.112861 -3.425924  0.0925
H4 4.312574 -1.398709 -2.475460  0.1206
H5 1.352317 -0.343014 -0.732092  0.1091
H6 2.018221 -1.485089 -1.939276  0.1312
H7 2.066635 -1.967647 1.095149  0.1678
H8 3.338447 -5.871785 -0.732925  0.1001
H9 1.796466 -6.622879 -0.200660  0.0976
H10 1.982455 -6.068519 -1.891495  0.0998
H11 0.644633 -3.641939 -2.625520  0.0999
H12 -0.111397 -5.234250 -2.333979  0.0879
H13 -1.068923 -3.748280 -2.127721  0.0731
H14 0.033673 -5.299011 1.274236  0.1026
H15 -1.464657 -4.660086 0.535971  0.0727
H16 -0.619789 -6.040418 -0.207361  0.0915
H17 -0.268868 -0.946244 0.626015  0.1293
H18 -2.116415 -3.043816 -0.700315  0.0727
H19 -2.851638 -1.066584 1.670960  0.1527
H20 -5.265578 -0.057450 0.796187  0.0761
H21 -7.569316 -0.716474 0.172317  0.1077
H22 -8.000100 -2.956119 -0.864191  0.1074
H23 -6.081115 -4.443173 -1.416608  0.1092
H24 -3.793476 -3.724254 -1.032729  0.0977
H25 2.880413 0.527433 1.082700  0.1029
H26 4.878937 2.072215 3.719248  0.0974
H27 3.677295 2.383264 2.415461  0.0787
H28 3.768385 0.757209 3.186788  0.0920
H29 9.045698 0.062832 1.341160  0.0924
H30 7.504058 -0.333132 2.201267  0.0843
H31 8.073450 -1.374093 0.825399  0.0877
C26 0.443009 2.599012 3.092184  -0.0365
C27 -0.838182 3.329445 2.732582  -0.6157
C28 -1.897358 3.108977 3.814874  -0.0769
C29 -0.576452 4.818292 2.602246  -0.0221
N3 -1.332215 2.783817 1.439726  -0.1672
P1 -2.848440 2.043009 1.120969  1.1912
H32 -3.072308 0.263456 0.060799  0.0782
N4 -2.998159 2.881889 -0.315029  -0.1978
C30 -4.218552 2.988455 -1.121274  -0.6230
C31 -4.297040 4.388058 -1.720227  -0.0225
C32 -5.425925 2.812699 -0.196923  -0.0664
C33 -4.225265 1.924154 -2.209724  -0.0169
C34 -1.702934 3.155490 -0.834647  -0.1989
C35 -0.747007 3.153029 0.204371  -0.2144
C36 0.537257 3.648463 -0.013972  -0.0190
C37 0.887516 4.043904 -1.305595  -0.0523
C38 -0.033165 3.969628 -2.345264  -0.0497
C39 -1.335643 3.510612 -2.122276  -0.0167
H33 1.254493 2.794301 2.387520  0.0512
H34 0.800594 2.935165 4.067778  0.0995
H35 0.289305 1.517748 3.153026  0.0935
H36 -2.815934 3.670993 3.581985  0.0837
H37 -2.137092 2.046198 3.948667  0.0766
H38 -1.485696 3.496339 4.762472  0.1012
H39 -1.464592 5.338385 2.232049  0.1038
H40 -0.319626 5.217405 3.586484  0.1025
H41 0.254339 5.050099 1.937220  0.0728
H42 -3.535309 4.567708 -2.478396  0.0691
H43 -5.281408 4.516520 -2.188401  0.1018
H44 -4.173257 5.136494 -0.927472  0.1036
H45 -5.491783 1.797590 0.219705  0.0397
H46 -5.396661 3.538375 0.632371  0.0928
H47 -6.335563 2.988866 -0.794547  0.1043
H48 -4.170193 0.917628 -1.781326  0.0719
H49 -5.163174 1.994638 -2.772546  0.1032
H50 -3.403957 2.070068 -2.915019  0.0742
H51 1.241024 3.746848 0.814861  0.0940
H52 1.883889 4.414444 -1.479319  0.1120
H53 0.232029 4.282007 -3.339493  0.1098
H54 -2.071081 3.419000 -2.916789  0.0928

Atomic forces in eV per Å
C -0.015 0.367 0.178
O -0.314 0.106 -0.824
C -0.174 0.056 0.824
C -0.215 -0.867 -0.137
C 0.777 1.091 -0.458
C 0.120 -0.250 -0.055
C 0.673 0.080 0.114
C 0.797 -0.363 0.119
O -1.708 0.317 0.013
N 0.916 0.360 -0.118
C -0.182 -0.792 -0.217
C -0.266 0.023 -0.131
C 0.197 0.108 -0.129
C 0.276 0.153 0.208
N -1.241 0.293 -0.058
C -0.884 -1.186 -0.259
C 1.718 -0.286 -0.410
C -0.014 0.919 0.900
C -1.612 -0.751 -0.358
C -0.208 -0.362 0.128
C 0.493 0.091 0.097
C 0.308 0.025 0.045
C 0.515 0.867 0.272
C 0.726 0.409 0.764
C -0.263 0.093 0.527
C 0.149 -0.445 -0.551
O -0.961 0.478 0.336
C 0.712 -0.270 -0.666
C -0.229 -0.828 0.502
O 0.835 -0.458 0.724
C -0.799 0.842 -1.007
H -0.364 0.134 -0.024
H 0.227 0.314 -0.001
H 0.237 -0.082 0.256
H 0.171 0.004 0.618
H -0.036 -0.023 -0.141
H -0.104 0.172 0.206
H 0.034 0.082 -0.189
H -0.425 0.101 0.004
H 0.239 0.240 -0.236
H 0.175 0.129 0.450
H -0.292 -0.135 0.155
H -0.037 0.296 0.002
H 0.233 -0.140 -0.059
H -0.238 0.121 -0.211
H 0.154 -0.112 -0.027
H 0.001 0.248 0.154
H 0.083 -0.094 0.196
H -0.024 1.618 1.068
H -0.630 -0.512 -2.899
H -0.164 -0.351 -0.164
H 0.154 -0.218 -0.048
H 0.063 0.104 0.035
H 0.069 0.273 -0.008
H -0.614 0.591 0.375
H 0.343 -0.202 -0.129
H -0.212 -0.115 -0.219
H 0.216 -0.203 0.088
H 0.131 0.193 -0.040
H -0.205 -0.227 0.088
H 0.162 -0.061 -0.166
H 0.030 0.209 0.166
C 0.505 -0.206 0.469
C 0.094 -0.765 0.303
C 0.081 0.160 0.155
C -0.068 0.472 -0.107
N -0.938 -0.929 -1.617
P 0.029 1.660 0.701
H 0.902 -1.939 0.792
N 1.443 -0.884 -0.276
C -0.540 -0.236 -0.163
C -0.049 0.359 0.010
C -0.234 -0.001 0.021
C -0.317 -0.174 -0.284
C 0.024 0.411 0.812
C -0.229 0.712 0.106
C 0.088 -0.156 -0.228
C -0.277 -0.114 0.452
C -0.615 -0.354 0.177
C 0.197 0.120 -0.159
H -0.206 -0.143 0.111
H -0.049 -0.005 0.015
H -0.047 0.086 -0.042
H 0.252 -0.224 0.114
H 0.025 0.206 -0.008
H -0.271 -0.228 -0.339
H 0.065 -0.003 0.078
H -0.102 -0.055 -0.054
H -0.163 0.024 0.121
H -0.227 0.069 0.115
H 0.248 0.004 0.138
H -0.107 -0.070 -0.199
H 0.027 0.310 -0.148
H -0.065 -0.205 -0.291
H 0.303 -0.100 0.347
H 0.058 0.105 -0.078
H 0.159 -0.027 0.066
H -0.179 -0.225 0.115
H -0.181 -0.143 -0.664
H 0.115 0.062 -0.099
H 0.178 -0.015 -0.186
H 0.568 0.259 0.054


# 3
C4H4N2O2 in the gas phase in a non-equilibrium geometry, computed with ωB97M-V/def2-TZVPD.

energy above the lowest of the compared OMol25 structures with the same formula, charge and spin	52.8	kcal/mol
total charge	0
electronic energy	-414.7621	Ha
structure (SMILES)	Cc1ncnc(=O)o1

Last column: natural (NBO) charge in e.
Geometry (Å):
C1 -2.449085 -0.699828 0.168670  -0.7019
C2 -1.128448 -0.103159 -0.084169  0.6319
C3 0.229482 1.551956 0.034163  0.2695
C4 1.288518 -0.439563 0.026563  0.8362
H1 -3.006250 -1.562082 -0.538117  0.2594
H2 -3.286417 -0.131831 0.190439  0.2522
H3 -2.367087 -1.359600 1.033323  0.2564
H4 0.271964 2.620514 0.130731  0.1854
N1 -1.061204 1.150329 -0.350852  -0.4953
N2 1.412104 0.949737 0.306293  -0.4768
O1 2.275728 -1.073590 -0.140421  -0.5288
O2 0.010359 -0.941897 -0.031556  -0.4881

Atomic forces in eV per Å
C 0.158 -6.025 -1.423
C 0.429 -0.774 -1.502
C 2.995 1.044 0.059
C 1.520 2.403 0.297
H 2.520 1.908 0.821
H -1.732 2.860 0.654
H -0.031 0.406 0.469
H 0.082 0.466 0.102
N 2.033 -1.040 1.412
N -4.983 0.081 -1.123
O -0.533 -1.471 -0.201
O -2.458 0.143 0.436


no.,lowest unoccupied orbital energy (eV),gap between HOMO and LUMO (Eh)
1,2.7,0.3727
2,-4.2,0.2020
3,-0.5,0.3711